Computed, not measured: a structure of composition C34H85AsCaCdF11N13O12P2S in a non-equilibrium geometry, with ωB97M-V/def2-TZVPD.

Cartesian coordinates (Å):
Cd -1.375 -0.523 1.404
As 5.517 0.177 1.847
Ca 1.369 0.429 -1.871
S -0.216 2.538 -4.379
P -0.542 -3.966 1.265
P -0.914 3.043 1.778
F 0.344 -0.757 -3.583
F 6.586 1.238 1.039
F 4.502 -1.013 2.750
F 4.822 1.508 2.822
F 1.888 3.882 -5.327
F -0.132 -0.198 -0.257
F 6.130 -1.085 0.709
F 0.268 5.222 -4.320
F 0.153 4.420 -6.387
F 6.754 0.025 3.151
F 4.094 0.501 0.711
O -2.878 -0.617 0.047
O -0.917 -2.559 1.328
O 0.582 2.214 -3.156
O -1.535 2.934 -4.039
O 3.249 0.714 -3.191
O 0.102 -0.290 2.755
O 2.375 2.184 -0.828
O 2.346 -1.765 -1.767
O -2.714 -0.800 2.977
O -0.199 1.367 -5.270
O -1.495 1.697 1.528
O -2.647 0.029 -4.399
N 0.440 3.184 2.820
N 0.420 -4.500 2.502
N 4.081 -3.286 -1.981
N -0.398 3.726 0.402
N -1.829 -4.999 1.158
N -2.050 4.106 2.506
N 0.895 -1.016 4.800
N -4.655 -1.756 3.686
N 4.752 1.904 -4.404
N -4.785 0.599 -4.598
N 0.343 -4.384 -0.187
N -4.793 -0.076 -1.000
N 3.651 4.024 -1.486
C -3.701 -0.831 -0.868
C 0.247 3.237 4.246
C 4.935 4.760 -1.142
C 5.062 2.584 -5.679
C 3.148 -2.411 -2.450
C -0.385 -1.161 5.522
C -3.303 3.633 2.996
C -1.058 3.512 -0.912
C 5.860 1.463 -3.556
C 3.065 4.482 -2.718
C -5.901 -0.606 -1.768
C 1.023 -0.584 3.533
C 4.374 -3.416 -0.539
C 4.888 -4.169 -2.957
C -3.193 -4.513 0.752
C 1.229 -5.514 -0.310
C 3.356 2.904 -0.721
C 2.127 -1.217 5.586
C -5.177 0.939 0.028
C 1.818 2.646 2.373
C 0.471 5.001 0.280
C -1.868 -6.484 1.423
C -1.803 5.488 2.739
C -3.929 -0.773 3.236
C -5.836 1.613 -4.493
C -5.003 -0.405 -5.663
C -5.998 -1.479 4.140
C 0.054 -3.828 -1.544
C 3.521 1.385 -4.181
C -3.594 0.647 -4.020
C 0.623 4.171 -5.173
C 1.707 -3.948 2.795
C -0.009 -5.408 3.549
C -4.154 -3.198 3.809
H 1.405 -3.297 3.616
H -6.042 0.605 0.601
H 5.505 4.549 -2.047
H -3.654 -1.518 -1.727
H -4.818 -4.022 3.546
H 5.406 3.603 -5.500
H -3.172 -3.424 3.396
H 5.420 -3.492 -0.239
H -5.466 -0.901 -2.723
H -4.058 3.560 2.214
H 2.842 1.731 -4.975
H 0.636 -4.147 -2.409
H -6.676 -1.202 -1.288
H 6.752 2.057 -3.757
H 4.000 -4.399 -0.255
H 6.178 0.425 -3.655
H 0.622 5.508 1.233
H 2.700 5.508 -2.776
H -1.791 5.998 1.775
H 2.146 3.514 1.801
H 0.044 2.214 4.560
H -5.724 1.772 -0.412
H 0.227 -6.451 3.337
H 5.459 4.537 -0.212
H -3.905 -5.307 0.975
H -0.450 -2.190 5.875
H 2.483 2.558 3.232
H -0.912 5.626 3.350
H -3.519 -3.586 1.224
H 0.192 -2.748 -1.506
H -1.063 -5.276 3.793
H -1.513 2.522 -0.954
H -3.238 2.633 3.424
H 4.467 -5.173 -3.016
H -1.928 4.163 -0.816
H -4.375 1.319 0.661
H -3.124 -4.341 -0.322
H -0.441 -0.580 6.443
H -6.398 0.320 -2.060
H 5.573 1.608 -2.514
H 1.346 -5.975 0.670
H 3.023 -0.966 5.018
H 1.486 4.754 -0.030
H -5.222 0.158 -6.571
H 1.187 3.467 4.748
H 5.905 2.179 -6.238
H 3.172 -2.429 -3.551
H -0.874 -6.927 1.472
H 2.069 -3.371 1.945
H 5.254 -3.755 -3.896
H 2.100 -0.498 3.319
H 1.758 1.732 1.782
H 1.973 -0.584 6.460
H -0.599 3.849 4.560
H 4.103 2.688 0.059
H 0.589 -5.243 4.445
H 4.752 5.832 -1.211
H 0.187 5.653 -0.546
H 2.234 -2.258 5.891
H -4.530 0.149 3.202
H -1.191 -0.881 4.843
H -5.896 -1.018 -5.547
H -5.661 2.547 -5.028
H -6.366 -0.469 3.959
H -6.005 1.872 -3.448
H -2.392 -6.609 2.370
H 4.215 2.557 -6.365
H -3.501 1.534 -3.374
H 2.137 -5.286 -0.868
H -4.176 -1.070 -5.912
H -4.001 -3.361 4.876
H -2.440 -6.972 0.634
H 2.221 3.866 -3.030
H 3.717 4.556 -3.588
H -6.789 1.324 -4.935
H -6.090 -1.718 5.200
H 3.799 -2.679 0.021
H -3.589 4.238 3.857
H 5.934 -4.291 -2.676
H -6.696 -2.031 3.511
H -2.643 5.923 3.282
H -0.525 3.755 -1.831
H 0.753 -6.403 -0.725
H 2.317 -4.774 3.162
H -1.024 -3.930 -1.675

* highest occupied orbital energy: -6.6 eV
* LUMO level: -0.27 eV

Atomic partial charges in e from the Löwdin method, atoms 1 to 2: Cd 1.3027; As 0.8963